Record 1
The following is a quantum chemistry calculation of a molecular structure, C32H41Ge2N2O3STi at a distorted geometry, from OMol25.

Geometry as XYZ:
```
82
Properties=species:S:1:pos:R:3
Ti 0.4099 -0.0079 0.6317
C 5.2309 -4.3350 4.7233
C 4.6675 -3.3580 3.7318
C 5.1181 -3.3510 2.4110
C 4.6063 -2.4619 1.4860
C 3.6153 -1.5705 1.8998
C 3.1473 -1.5446 3.2118
C 3.6810 -2.4444 4.1137
S 3.0352 -0.4918 0.6952
O 1.8066 -1.1564 0.0110
O 4.0603 -0.1784 -0.2361
N 2.2249 0.7039 1.3748
C 2.5193 2.0375 0.9096
C 3.7455 2.6359 0.9491
C 3.9234 3.9504 0.4651
C 2.8660 4.6560 -0.0243
C 1.5852 4.0566 -0.0750
C 0.4393 4.7422 -0.5264
C -0.7746 4.1131 -0.5263
C -0.8414 2.7721 -0.1441
N 0.2057 2.0661 0.2631
C 1.4245 2.7293 0.3602
H 6.2570 -4.6014 4.4770
H 4.6407 -5.2542 4.7183
H 5.2082 -3.9341 5.7352
H 5.8949 -4.0419 2.1080
H 4.9797 -2.4454 0.4705
H 2.3980 -0.8304 3.5229
H 3.3432 -2.4303 5.1429
H 4.5898 2.1014 1.3654
H 4.9071 4.3973 0.5049
H 2.9874 5.6737 -0.3720
H 0.5306 5.7685 -0.8623
H -1.6767 4.6164 -0.8427
H -1.7883 2.2552 -0.1797
C -4.4340 0.8558 1.2277
C -2.9852 0.5445 1.6167
Ge -2.1833 -0.5867 0.2277
C -2.2977 0.0218 -1.6593
C -3.7257 -0.1506 -2.1932
C -3.1759 -2.2353 0.2607
C -2.4534 -3.3477 0.1057
Ge -0.5807 -2.8881 0.0254
C 0.2181 -3.0741 -1.7159
C 1.0458 -4.3643 -1.8408
C 0.3227 -3.2681 1.7086
C 0.0473 -4.6918 2.2158
C -2.9735 -4.7314 -0.0419
C -4.3441 -4.9968 -0.0516
C -4.8107 -6.2913 -0.1979
C -3.9166 -7.3471 -0.3413
C -2.5535 -7.1013 -0.3346
C -2.0947 -5.8007 -0.1826
H -4.9637 1.2966 2.0734
H -4.9871 -0.0345 0.9280
H -4.4839 1.5686 0.4030
H -2.9397 -0.0685 2.5200
H -2.4254 1.4567 1.8126
H -1.6086 -0.6276 -2.2052
H -1.9466 1.0386 -1.8245
H -4.0568 -1.1865 -2.1203
H -3.7722 0.1391 -3.2437
H -4.4442 0.4654 -1.6519
H -4.2622 -2.2581 0.3286
H 0.8548 -2.2162 -1.9183
H -0.6135 -3.0480 -2.4205
H 1.8330 -4.4216 -1.0854
H 1.5325 -4.3907 -2.8158
H 0.4323 -5.2589 -1.7672
H -0.0579 -2.5445 2.4348
H 1.3927 -3.0997 1.6026
H -1.0169 -4.9118 2.2881
H 0.4793 -4.8084 3.2111
H 0.5012 -5.4458 1.5718
H -5.0589 -4.1894 0.0493
H -5.8756 -6.4817 -0.2047
H -4.2846 -8.3579 -0.4564
H -1.8508 -7.9167 -0.4435
H -1.0252 -5.6304 -0.1634
O -0.1291 0.4880 2.7469
H -0.7884 0.2651 3.4113
H 0.3961 1.2293 3.0668
```

Calculated values
F_max: 1.56 eV/Å
Relative energy (zero: lowest compared OMol25 entry of this formula, charge and spin): 29.8 kcal/mol
LUMO (spin up / spin down): -0.2558 / -0.2461 Ha
Net charge: +2
Spin multiplicity: 2
HOMO level (spin up / spin down): -13.132 / -13.132 eV

=====

Record 2
The following is a quantum chemistry calculation of a single C9H10O4 molecule at a distorted geometry, from OMol25.

Geometry as XYZ:
```
23
Properties=species:S:1:pos:R:3
C 3.5264 -0.9358 -0.0123
O 2.2426 -1.6324 -0.2019
C 1.0608 -0.9628 -0.0558
C -0.0891 -1.8156 0.1754
C -1.3403 -1.2789 0.0545
C -2.5719 -2.1397 -0.0065
O -3.6686 -1.6613 -0.2446
C -1.5337 0.1079 -0.0288
C -0.3824 0.9151 0.0538
O -0.5016 2.2431 0.1182
C -1.7659 2.7963 -0.0606
C 0.9496 0.3873 0.0259
O 2.0389 1.2424 -0.1766
H 4.2122 -1.8397 -0.0599
H 3.6259 -0.5411 1.0645
H 3.7266 -0.0829 -0.6814
H -0.0597 -2.9245 0.1678
H -2.3727 -3.2551 0.3705
H -2.5508 0.4088 -0.0407
H -2.2623 2.6338 0.9154
H -2.4030 2.2873 -0.8047
H -1.5855 3.9146 -0.3141
H 1.7046 2.1333 -0.2581
```

Calculated values
Structure (SMILES): COc1cc(C=O)cc(OC)c1O
F_max: 2.90 eV/Å
Relative energy (zero: lowest compared OMol25 entry of this formula, charge and spin): 66.5 kcal/mol
LUMO: 0.0127 Ha
Net charge: 0
Spin multiplicity: 1
HOMO level: -8.545 eV

=====

Record 3
The following is a quantum chemistry calculation of a molecular structure, C44H58N2O3PtSi4Te at a distorted geometry, from OMol25.

Geometry as XYZ:
```
113
Properties=species:S:1:pos:R:3
Pt 0.2673 0.1076 0.4139
C -7.2607 -0.9492 -0.4693
C -5.7748 -1.0859 -0.2595
C -5.1684 -2.3207 -0.0955
C -3.8153 -2.4756 0.1685
C -3.4061 -3.9112 0.1697
O -3.9389 -4.6609 -0.6317
C -2.4835 -4.5276 1.1729
C -1.9426 -5.7776 0.8624
C -1.1674 -6.4641 1.7795
C -0.9176 -5.9047 3.0281
C -1.4669 -4.6746 3.3527
C -2.2534 -3.9943 2.4345
C -2.9485 -1.3196 0.2669
O -1.7076 -1.4193 0.5552
C -3.5714 -0.0444 -0.0219
C -4.9561 0.0190 -0.2482
C -2.8497 1.2227 -0.0612
N -1.5659 1.3808 -0.0973
C -1.0062 2.7397 -0.0740
C -0.9165 3.2916 1.3450
Te 0.0462 1.8754 2.6583
C -1.7636 1.2152 3.5547
C -2.5273 2.1199 4.2856
C -3.7238 1.7121 4.8565
C -4.1579 0.4032 4.7007
C -3.3885 -0.5020 3.9843
C -2.1840 -0.1002 3.4228
C -3.7350 2.4427 -0.0433
C -4.3682 2.7820 1.1477
C -5.1503 3.9226 1.2318
C -5.3197 4.7309 0.1164
C -4.7355 4.3698 -1.0886
C -3.9433 3.2333 -1.1676
H -7.7285 -1.9249 -0.5947
H -7.4800 -0.3514 -1.3559
H -7.7341 -0.4532 0.3810
H -5.7688 -3.2194 -0.1699
H -2.1672 -6.2066 -0.1051
H -0.7665 -7.4371 1.5250
H -0.3035 -6.4340 3.7456
H -1.2778 -4.2361 4.3242
H -2.7029 -3.0498 2.7114
H -5.4121 0.9765 -0.4575
H -1.5898 3.4315 -0.6839
H -0.0018 2.6775 -0.4912
H -1.9024 3.4908 1.7587
H -0.3334 4.2115 1.3506
H -2.1926 3.1446 4.4007
H -4.3214 2.4221 5.4147
H -5.0964 0.0870 5.1373
H -3.7368 -1.5196 3.8574
H -1.5804 -0.7938 2.8545
H -4.2624 2.1302 2.0036
H -5.6231 4.1831 2.1704
H -5.9282 5.6237 0.1798
H -4.8895 4.9842 -1.9662
H -3.5035 2.9465 -2.1159
O 0.6583 -2.2814 1.1775
C 1.0420 -3.1592 0.1445
C 0.4169 -2.8377 -1.1908
C 0.1163 -3.8335 -2.1133
C -0.4262 -3.4732 -3.3355
C -0.6745 -2.1303 -3.5907
C -0.3554 -1.2071 -2.6114
N 0.1835 -1.5601 -1.4496
H -0.3130 -2.1651 1.1087
H 0.8136 -4.1946 0.4068
H 2.1262 -3.0695 0.0528
H 0.3009 -4.8715 -1.8684
H -0.6712 -4.2206 -4.0786
H -1.0988 -1.8009 -4.5288
H -0.5483 -0.1484 -2.7486
C 2.4062 2.8840 -1.9998
Si 3.2948 2.3104 -0.4172
C 5.1406 2.6670 -0.6852
C 2.7930 3.4937 0.9862
Si 2.6049 0.0569 0.0080
Si 3.7257 -1.1439 -1.7661
C 5.5936 -0.7771 -1.7463
C 3.0152 -0.5301 -3.4299
C 3.7875 -3.0499 -1.9219
Si 3.6551 -0.7547 2.0357
C 5.4997 -0.2935 1.9987
C 3.6173 -2.6172 2.4071
C 2.9456 0.0849 3.5828
H 2.3568 3.9719 -2.0830
H 1.3846 2.4972 -2.0408
H 2.9282 2.5067 -2.8821
H 5.3336 3.7391 -0.7672
H 5.4981 2.1998 -1.6026
H 5.7426 2.2809 0.1393
H 2.8691 4.5399 0.6832
H 3.4338 3.3524 1.8598
H 1.7639 3.3162 1.3071
H 5.8149 0.2861 -1.8208
H 6.0934 -1.2820 -2.5755
H 6.0479 -1.1385 -0.8220
H 3.7385 0.0812 -3.9744
H 2.1251 0.0818 -3.2726
H 2.7276 -1.3592 -4.0801
H 4.1011 -3.5340 -0.9931
H 4.5250 -3.3140 -2.6827
H 2.8353 -3.4868 -2.2220
H 6.0183 -0.8213 1.1971
H 5.9799 -0.5706 2.9405
H 5.6480 0.7770 1.8464
H 4.0211 -3.2038 1.5779
H 2.5978 -2.9558 2.5929
H 4.2208 -2.8298 3.2925
H 2.9553 1.1720 3.4788
H 3.5163 -0.1726 4.4776
H 1.9133 -0.2354 3.7422
```

Calculated values
F_max: 1.00 eV/Å
Relative energy (zero: lowest compared OMol25 entry of this formula, charge and spin): 21.3 kcal/mol
LUMO (spin up / spin down): 0.0045 / -0.0250 Ha
Net charge: 0
Spin multiplicity: 3
HOMO level (spin up / spin down): -6.246 / -7.415 eV